This record from the Open Molecules 2025 dataset describes C30H47BrN2O5SiTi as an isolated structure. The level of theory is ωB97M-V with the def2-TZVPD basis set.

Cartesian coordinates (Å):
1 Ti 0.1428 -0.3154 -2.1653
2 C 1.1673 2.9539 -1.9423
3 C 1.0946 1.8726 -2.8487
4 C 2.1534 0.9553 -2.8694
5 C 3.1649 1.0204 -1.8999
6 C 3.1658 2.0303 -0.9646
7 C 2.1738 3.0235 -1.0086
8 H 0.4367 3.7490 -2.0066
9 H 0.3951 1.9187 -3.6779
10 H 2.2627 0.2418 -3.6723
11 H 3.9439 0.2696 -1.9015
12 H 3.9513 2.0801 -0.2212
13 H 2.2139 3.8583 -0.3202
14 O 1.6671 -4.0749 -2.6985
15 C 1.1996 -2.9932 -2.9897
16 O 1.4272 -1.8780 -2.3636
17 C 0.3510 -2.8482 -4.2638
18 C 0.7624 -1.5876 -5.0271
19 C 0.1935 -1.5759 -6.4470
20 C -1.2980 -1.2376 -6.1947
21 C -1.3357 -1.1893 -4.6700
22 O -0.0527 -0.5676 -4.3672
23 C -1.1790 -2.5955 -4.0792
24 C -1.7347 -2.6965 -2.6523
25 O -2.5566 -3.5682 -2.4111
26 O -1.3441 -1.7897 -1.8258
27 H 0.5144 -3.7468 -4.8561
28 H 1.8084 -1.3119 -4.9323
29 H 0.3379 -2.5422 -6.9280
30 H 0.6781 -0.8166 -7.0586
31 H -1.9871 -1.9795 -6.5939
32 H -1.5555 -0.2657 -6.6146
33 H -2.1115 -0.5688 -4.2264
34 H -1.7380 -3.3125 -4.6790
35 C -3.9746 -0.6009 -2.1685
36 C -3.2590 0.6015 -1.6627
37 N -1.9897 0.9597 -1.7901
38 C -1.8590 2.1305 -1.0640
39 C -3.0453 2.4907 -0.5182
40 N -3.9230 1.5109 -0.9120
41 H -3.8576 -0.7219 -3.2447
42 H -5.0426 -0.4991 -1.9692
43 H -3.6101 -1.5035 -1.6843
44 H -0.9145 2.6240 -0.9647
45 H -3.3346 3.3158 0.1061
46 H -4.8969 1.4461 -0.6729
47 C 3.3318 -0.4810 2.5512
48 C 2.3771 0.4358 3.3294
49 C 2.6068 0.2149 4.8354
50 C 2.7955 1.8758 2.9962
51 Si 0.5331 0.1416 2.8775
52 Br 0.6130 -0.1174 0.5490
53 C -0.6072 1.6635 3.1502
54 C -0.2548 2.8391 2.2254
55 C -2.0645 1.2838 2.8525
56 C -0.5314 2.1554 4.6060
57 C -0.2001 -1.5397 3.4502
58 C -1.4016 -1.9849 2.6013
59 C 0.8505 -2.6530 3.3157
60 C -0.6532 -1.4774 4.9198
61 H 4.3560 -0.2409 2.8536
62 H 3.2616 -0.3275 1.4738
63 H 3.1723 -1.5371 2.7495
64 H 3.6454 0.4688 5.0699
65 H 2.4566 -0.8206 5.1344
66 H 1.9726 0.8458 5.4600
67 H 3.8709 1.9752 3.1724
68 H 2.2986 2.6170 3.6196
69 H 2.6087 2.1228 1.9473
70 H -0.2150 2.5409 1.1758
71 H 0.6931 3.3086 2.4787
72 H -1.0328 3.6030 2.3254
73 H -2.1878 0.8903 1.8413
74 H -2.6827 2.1839 2.9359
75 H -2.4586 0.5558 3.5588
76 H 0.4531 2.5431 4.8648
77 H -0.7945 1.3852 5.3305
78 H -1.2439 2.9769 4.7344
79 H -1.1524 -2.0974 1.5451
80 H -2.2557 -1.3167 2.6806
81 H -1.7229 -2.9659 2.9641
82 H 1.2183 -2.7478 2.2925
83 H 0.3794 -3.6044 3.5790
84 H 1.7009 -2.5214 3.9813
85 H -1.4971 -0.8034 5.0656
86 H 0.1419 -1.1822 5.6046
87 H -0.9872 -2.4743 5.2236

E_LUMO (alpha / beta)   0.304 / 0.300 eV
E   -146130.723 eV
Spin multiplicity   3
Energy above the lowest of the compared OMol25 structures with the same formula, charge and spin   23.6 kcal per mole
Orbital gap (alpha / beta)   6.4 / 8.7 eV
Highest occupied orbital energy (alpha / beta)   -6.141 / -8.439 eV

Atomic partial charges in e from the Löwdin method, atoms 1 to 4: Ti 0.768; C -0.117; C -0.166; C -0.162